(1)
C3H4ClNS2 | ωB97M-V with the def2-TZVPD basis set

Cartesian coordinates (Å):
C1 -0.3364 -0.8234 0.5432
C2 -0.9680 0.5070 0.8047
C3 -1.0862 1.5000 -0.0777
H1 2.0983 0.9980 -0.6699
H2 1.3689 -1.7765 0.0557
H3 -1.5321 0.5890 1.7654
H4 -1.6209 2.4346 0.1667
N1 1.0052 -0.8464 0.2712
S1 2.1526 0.3801 0.5681
S2 -1.2496 -2.1828 0.5249
Cl1 -0.4386 1.4954 -1.6662

Output
Total charge: 0
HOMO energy in eV: -8.68
Maximum force in eV/A: 1.13
Gap between HOMO and LUMO in eV: 8.73
Energy above the lowest of the compared OMol25 structures with the same formula, charge and spin in kJ/mol: 68.7


(2)
C3H4ClP | ωB97M-V with the def2-TZVPD basis set

Cartesian coordinates (Å):
C1 0.5774 1.3077 0.4759
C2 -0.0359 0.2244 -0.1082
C3 -1.1898 -0.6222 -0.3319
P1 1.7071 0.5386 -0.6618
Cl1 2.6596 -0.8640 0.6247
H1 0.5872 1.9711 1.2827
H2 -1.2710 -1.4086 0.3162
H3 -0.8930 -1.0530 -1.2679
H4 -2.1417 -0.0941 -0.3297

Output
Total charge: 0
HOMO energy in eV: -9.41
Maximum force in eV/A: 5.68
Gap between HOMO and LUMO in eV: 10.30
Energy above the lowest of the compared OMol25 structures with the same formula, charge and spin in kJ/mol: 0.0


(3)
C3H4CoO2 | ωB97M-V with the def2-TZVPD basis set

Cartesian coordinates (Å):
C1 0.0485 -0.1632 1.6295
C2 0.0336 0.8060 0.4973
H1 0.9385 1.3990 0.3015
H2 -0.8331 1.4634 0.7305
C3 -0.4432 0.0127 -0.7035
O1 0.0157 0.1946 -1.8230
Co1 -0.3769 -0.2993 -3.5749
H3 -1.3225 -0.6432 -0.5638
O2 0.8885 -1.1134 1.3611
H4 1.0509 -1.6565 2.1453

Output
Total charge: +2
2S+1: 6
HOMO energy (alpha / beta) in eV: -15.04 / -20.77
Maximum force in eV/A: 5.55
Expectation value of S²: 8.76
Gap between HOMO and LUMO (alpha / beta) in eV: 3.21 / 7.82
Energy above the lowest of the compared OMol25 structures with the same formula, charge and spin in kJ/mol: 134.4


(4)
C3H4CoO4 | ωB97M-V with the def2-TZVPD basis set

Cartesian coordinates (Å):
O1 0.9319 0.2935 1.0846
C1 -0.3400 0.1807 1.3411
C2 1.1122 0.4072 -0.3188
O2 -0.7699 0.0596 2.4868
O3 -1.0592 0.0169 0.2670
C3 -0.2334 0.2454 -0.8879
Co1 -2.1479 -0.3519 3.4253
H1 1.7060 1.2815 -0.5841
H2 -0.6750 0.9527 -1.5919
H3 1.4768 -0.7753 -0.9640
O4 0.2057 -1.2127 -1.6983
H4 -0.2071 -1.0974 -2.5598

Output
Total charge: +3
2S+1: 5
HOMO energy (alpha / beta) in eV: -25.67 / -26.15
Maximum force in eV/A: 4.54
Expectation value of S²: 6.02
Gap between HOMO and LUMO (alpha / beta) in eV: 10.24 / 8.31


(5)
C3H4CrF3NO8PS | ωB97M-V with the def2-TZVPD basis set

Cartesian coordinates (Å):
Cr1 -0.3290 -0.8553 -1.5973
O1 -0.1170 -2.7888 -1.5573
H1 -0.0719 -3.6912 -1.2532
C1 -1.2632 0.0383 2.7382
F1 0.0670 -0.0496 2.5810
F2 -1.6371 -0.9237 3.6217
F3 -1.5365 1.2151 3.3168
S1 -2.1659 -0.1536 1.0788
O2 -1.1402 -0.8465 0.2830
O3 -3.3301 -0.9644 1.3331
O4 -2.3010 1.2180 0.6935
P1 -1.1532 0.7164 -3.2944
O5 -2.0672 -0.0556 -2.2483
O6 -1.5561 2.1675 -3.5064
O7 0.1852 -0.1092 -3.3956
O8 -0.5829 1.1058 -1.7388
C2 3.5421 0.8954 0.7294
C3 2.4489 0.1922 0.0643
N1 1.5960 -0.3619 -0.4534
H2 4.4488 0.2945 0.7126
H3 3.2503 1.1543 1.7445
H4 3.7130 1.8025 0.1479

Output
Total charge: -2
2S+1: 4
HOMO energy (alpha / beta) in eV: 0.99 / 0.78
Maximum force in eV/A: 10.86
Expectation value of S²: 3.89
Gap between HOMO and LUMO (alpha / beta) in eV: 3.75 / 3.96


(6)
C3H4CrO3 | ωB97M-V with the def2-TZVPD basis set

Cartesian coordinates (Å):
C1 -1.1700 -0.4458 -0.3495
O1 1.0500 0.5542 0.1529
C2 1.1210 -0.5528 -0.5094
C3 -0.7746 0.7316 0.4858
O2 -0.0632 -1.0964 -0.8317
O3 2.1800 -1.1767 -0.5456
H1 -1.8652 -1.1628 0.0963
H2 -0.6754 0.4210 1.5337
H3 -1.3998 0.8033 -0.8710
Cr1 3.1333 0.4148 0.2080
H4 -1.5361 1.5095 0.6304

Output
Total charge: +2
2S+1: 5
HOMO energy (alpha / beta) in eV: -18.50 / -18.51
Maximum force in eV/A: 7.68
Expectation value of S²: 6.02
Gap between HOMO and LUMO (alpha / beta) in eV: 6.20 / 7.40
Energy above the lowest of the compared OMol25 structures with the same formula, charge and spin in kJ/mol: 581.3


(7)
C3H4CsO4 | ωB97M-V with the def2-TZVPD basis set

Cartesian coordinates (Å):
O1 -3.0975 -0.1201 -0.4658
C1 -2.0749 -0.1266 0.2225
O2 -1.3215 0.8056 0.5773
O3 -1.6623 -1.3661 0.7606
C2 1.4242 -5.6125 2.2044
C3 2.2990 -4.8223 3.0042
O4 2.2593 -3.5842 3.0256
H1 -2.3418 -2.0280 0.5953
H2 1.7419 -6.5967 1.8572
H3 0.4074 -5.2650 2.0116
H4 2.9160 -5.3558 3.7502
Cs1 0.9046 -0.3004 2.6262

Output
Total charge: 0
2S+1: 2
HOMO energy (alpha / beta) in eV: -7.67 / -7.67
Maximum force in eV/A: 1.50
Expectation value of S²: 0.76
Gap between HOMO and LUMO (alpha / beta) in eV: 7.11 / 5.42
Energy above the lowest of the compared OMol25 structures with the same formula, charge and spin in kJ/mol: 0.0


(8)
C3H4CuO5 | ωB97M-V with the def2-TZVPD basis set

Cartesian coordinates (Å):
O1 -2.4354 -0.9552 0.5719
C1 -1.8149 -0.3529 -0.2907
O2 0.2184 0.1581 -1.5091
C2 1.5614 0.3981 1.1464
C3 -0.4797 -0.8064 -0.8487
O3 2.2230 1.2440 0.4742
O4 2.0204 -0.6768 1.5822
H1 -2.3129 0.4593 -0.8761
H2 0.0888 -1.1892 0.0299
H3 -0.6882 -1.6920 -1.4905
Cu1 1.7667 1.3808 -1.5520
O5 0.3084 0.8516 1.6756
H4 -0.4559 1.1806 1.0869

Output
Total charge: -1
HOMO energy in eV: -4.25
Maximum force in eV/A: 2.87
Gap between HOMO and LUMO in eV: 6.76
Energy above the lowest of the compared OMol25 structures with the same formula, charge and spin in kJ/mol: 51.9


(9)
C3H4DyO3 | ωB97M-V with the def2-TZVPD basis set

Cartesian coordinates (Å):
O1 -1.3636 1.2609 0.0619
C1 -0.6234 2.0742 -0.7596
C2 0.7307 1.5227 -1.0673
O2 1.1383 0.5029 -0.4263
Dy1 -0.5355 -0.5225 0.8994
H1 -0.4527 3.0874 -0.3300
H2 -1.1030 2.2568 -1.7462
H3 1.4028 1.9813 -1.8064
C3 2.3891 -1.5062 -0.4591
O3 1.5202 -2.1447 0.2537
H4 1.8944 -2.8356 0.8383

Output
Total charge: +2
2S+1: 7
HOMO energy (alpha / beta) in eV: -16.85 / -17.52
Maximum force in eV/A: 5.37
Expectation value of S²: 12.03
Gap between HOMO and LUMO (alpha / beta) in eV: 4.71 / 5.39
Energy above the lowest of the compared OMol25 structures with the same formula, charge and spin in kJ/mol: 516.7


(10)
C3H4DyO4 | ωB97M-V with the def2-TZVPD basis set

Cartesian coordinates (Å):
O1 0.4822 0.8883 -1.0443
C1 -0.1312 -1.2276 -0.1605
C2 0.6324 1.4834 0.2307
O2 0.4354 -2.3095 -0.5107
O3 0.0982 -0.7360 1.0648
C3 -0.0433 0.6262 1.2459
H1 0.1952 2.4946 0.2699
H2 1.7179 1.5376 0.4304
H3 -0.1473 0.9156 2.2907
Dy1 -1.3826 -3.2621 -1.7965
O4 -1.2703 -0.9619 -0.7826
H4 -0.5865 0.5514 -1.2377

Output
Total charge: +2
2S+1: 7
HOMO energy (alpha / beta) in eV: -17.92 / -18.91
Maximum force in eV/A: 6.71
Expectation value of S²: 12.02
Gap between HOMO and LUMO (alpha / beta) in eV: 7.17 / 8.16
Energy above the lowest of the compared OMol25 structures with the same formula, charge and spin in kJ/mol: 298.6